# 1
Density functional theory data (ωB97M-V/def2-TZVPD) for a molecular structure, C27H41N2OTi.

## Properties
multiplicity	1
net charge	+1
energy	-56794.97102	eV
highest occupied orbital energy	-9.492	eV
Kohn-Sham gap	6.27	eV

CARTESIAN COORDINATES (ANGSTROEM)
C: -1.0633 2.1524 0.2709
C: -1.6308 1.8153 -1.0051
C: -0.5786 1.8922 -1.9939
C: 0.6209 2.3042 -1.3258
C: 0.3442 2.4003 0.0810
Ti: -0.1810 0.1864 -0.3701
C: 2.6400 -1.5075 -1.8796
C: 1.9945 -1.2901 -0.6350
H: 1.7301 -2.1373 0.0371
C: 2.0533 0.0254 -0.0286
H: 2.7197 0.7414 -0.5287
H: 2.1711 0.0551 1.0615
C: 2.4147 -2.9434 -2.3788
H: 1.7118 -3.6088 -1.8248
H: 2.1689 -3.0549 -3.4545
H: 3.4227 -3.3258 -2.1931
C: 2.4949 -0.4616 -2.9609
H: 1.7703 0.3739 -2.8172
H: 3.5083 -0.0674 -2.8718
H: 2.3023 -0.8596 -3.9786
C: -3.0820 1.5829 -1.2195
H: -3.4868 0.9355 -0.4303
H: -3.6404 2.5298 -1.2080
H: -3.2667 1.0974 -2.1792
C: -0.7601 1.7379 -3.4608
H: -1.3851 0.8652 -3.6793
H: -1.2467 2.6304 -3.8833
H: 0.1960 1.5914 -3.9722
C: 1.8606 2.8203 -1.9688
H: 1.8802 2.6073 -3.0422
H: 1.9237 3.9144 -1.8526
H: 2.7710 2.4030 -1.5227
C: 1.2589 2.8872 1.1525
H: 2.3159 2.7475 0.8876
H: 1.0834 3.9626 1.3234
H: 1.0740 2.3653 2.1063
C: -1.8161 2.4279 1.5179
H: -1.2112 2.1761 2.3974
H: -2.0811 3.4960 1.5767
H: -2.7466 1.8473 1.5519
C: -1.3820 -0.9521 -1.7974
C: -0.7845 -2.2053 -2.5543
C: -2.6172 -1.2119 -2.4527
C: -0.4773 -1.9211 -3.9075
H: -0.0456 -2.9132 -2.3104
C: -2.8449 -1.5106 -3.8890
H: -3.4830 -1.1105 -1.7732
C: -1.6605 -1.7400 -4.6022
H: 0.5467 -2.0846 -4.3658
H: -3.8968 -1.7290 -4.2908
H: -1.6574 -1.9423 -5.7361
C: -1.5356 0.7565 4.3317
N: -0.2638 0.5009 3.5607
C: 0.8692 0.3965 4.5349
C: 0.7704 -0.8778 5.3463
C: 0.5198 -2.1123 4.4966
N: -0.0642 -1.8011 3.1741
C: -0.3352 -2.9692 2.3475
C: -0.2882 -0.5838 2.6874
O: -0.4929 -0.4465 1.4043
H: -1.8598 -0.1367 4.9044
H: -2.3255 1.0582 3.6317
H: -1.3435 1.5884 5.0316
H: 1.8132 0.4350 3.9735
H: 0.8197 1.2793 5.1829
H: -0.0376 -0.7845 6.0824
H: 1.7043 -1.0249 5.9033
H: -0.1555 -2.8108 5.0182
H: 1.4717 -2.6510 4.3404
H: 0.5744 -3.2966 1.8202
H: -0.6830 -3.7866 2.9943
H: -1.1103 -2.7279 1.6140

---

# 2
Density functional theory data (ωB97M-V/def2-TZVPD) for 4 unconnected molecules or ions with the total composition C6H11F2NO7.

## Properties
multiplicity	1
net charge	0
energy	-27651.94733	eV
highest occupied orbital energy	-8.445	eV
Kohn-Sham gap	7.07	eV

CARTESIAN COORDINATES (ANGSTROEM)
N: 1.8531 3.3775 -2.2834
H: 1.1451 3.2575 -2.8784
H: 2.0031 2.3255 -2.2444
H: 1.6831 3.3925 -1.3044
H: 2.7311 3.5455 -2.8084
O: 0.1361 1.7265 -0.1064
H: -0.1189 2.4445 0.3656
C: 1.6921 -0.6465 2.0116
C: 1.8901 -1.0995 0.5666
O: 1.6151 -2.3895 0.5826
C: 1.3401 -2.7995 1.8286
O: 1.0231 -3.9845 2.0476
O: 1.4411 -1.8295 2.6936
F: 3.2261 -1.0975 0.1796
H: 0.6721 0.0355 2.2346
H: 2.4891 -0.1775 2.6086
H: 1.1681 -0.6585 -0.3854
C: -1.6509 -0.5565 -0.6914
C: -2.7789 0.3975 -0.0804
O: -3.8579 -0.4415 0.1656
C: -3.5229 -1.6865 -0.0384
O: -4.3649 -2.5865 0.0596
O: -2.3259 -1.7955 -0.5094
F: -3.2849 1.2625 -1.0364
H: -0.9199 -0.6175 -0.0554
H: -1.1729 -0.3695 -1.5744
H: -2.1109 0.9715 0.6536

---

# 3
Density functional theory data (ωB97M-V/def2-TZVPD) for C16H15ClN2O3S in the gas phase.

## Properties
multiplicity	1
net charge	0
energy	-49303.49934	eV
highest occupied orbital energy	-7.979	eV
ΔE to the lowest compared entry with this formula, charge and spin	1260.2	kJ/mol
Kohn-Sham gap	7.52	eV
SMILES	CCOC(=O)Cc1csc(NC(=O)/C=C\c2ccccc2Cl)n1

CARTESIAN COORDINATES (ANGSTROEM)
C: 5.3854 -2.0334 -0.5913
C: 4.1634 -1.4106 -1.0802
H: 4.2507 -0.7982 -2.0647
H: 3.2814 -2.1963 -1.1508
O: 3.6369 -0.5649 -0.3034
C: 2.9328 -0.8759 1.0088
O: 2.6554 -2.0601 1.3928
C: 2.6044 0.4228 1.7097
C: 1.9781 1.5136 0.9043
C: 2.5243 2.7156 0.8666
S: 1.4353 3.8644 -0.1944
C: 0.4191 2.3026 -0.5306
N: 0.9495 1.0174 0.1439
N: -0.5283 2.3154 -1.2277
C: -1.4659 1.1826 -1.6145
O: -2.5483 1.4006 -1.9637
C: -0.9925 -0.2987 -0.9751
C: -1.8811 -1.0513 -0.3421
C: -3.1203 -0.6008 -0.0943
C: -4.2626 -1.5533 -0.2735
C: -5.6006 -1.3650 -0.1577
C: -6.0125 -0.1292 0.8038
C: -4.9148 0.7767 1.0998
C: -3.6523 0.4700 0.8781
Cl: -2.3848 1.6952 1.0264
H: -5.0739 1.5659 1.6049
H: -6.9134 -0.2139 0.9038
H: -6.2810 -1.8983 -0.4018
H: -4.0437 -2.5184 -0.8421
H: -1.4591 -2.0355 -0.1267
H: 0.0036 -0.2930 -1.3020
H: -0.8583 3.1033 -1.7630
H: 3.3558 3.2650 1.3717
H: 1.8875 -0.0686 2.5588
H: 3.4945 0.6959 2.3330
H: 6.1453 -1.0680 -0.5456
H: 5.6642 -2.7463 -1.6035
H: 5.2258 -2.5273 0.5423

---

# 4
Density functional theory data (ωB97M-V/def2-TZVPD) for C4H9BN2O2 in the gas phase.

## Properties
multiplicity	1
net charge	0
energy	-12045.67660	eV
highest occupied orbital energy	-7.609	eV
ΔE to the lowest compared entry with this formula, charge and spin	185.2	kJ/mol
Kohn-Sham gap	7.79	eV
SMILES	CN1N=CC[C@@H]1B(O)O

CARTESIAN COORDINATES (ANGSTROEM)
B: -1.5065 0.1568 0.0693
C: 1.9971 1.1609 -0.5625
C: 0.6825 1.0745 -1.3156
C: -0.0878 -0.0301 -0.5371
C: 0.7745 -1.5426 1.1231
N: 2.0057 0.3947 0.4649
N: 0.8750 -0.2622 0.5510
O: -2.1758 -0.9014 0.5806
O: -2.1956 1.4019 0.1897
H: 2.7876 1.8392 -0.8828
H: 0.0748 2.0089 -1.4797
H: 1.0147 0.6849 -2.2404
H: -0.1323 -1.2259 -1.1332
H: 1.3513 -1.5935 1.9658
H: -0.2674 -1.7243 1.4444
H: 0.9895 -2.3119 0.3876
H: -3.1033 -0.5834 0.7584
H: -3.0840 1.4536 0.6167

---

# 5
Density functional theory data (ωB97M-V/def2-TZVPD) for 9 unconnected molecules or ions with the total composition C6H29NO9.

## Properties
multiplicity	2
net charge	-1
energy	-26608.80238	eV
highest occupied orbital energy (alpha / beta)	0.118 / -4.213	eV
ΔE to the lowest compared entry with this formula, charge and spin	118.0	kJ/mol
Kohn-Sham gap (alpha / beta)	2.53 / 6.70	eV

CARTESIAN COORDINATES (ANGSTROEM)
C: -0.5680 0.3511 -2.7891
C: -0.6811 1.8229 -2.4494
C: 0.2134 -0.4063 -1.7225
N: -0.6531 -0.7095 -0.5446
C: -2.4362 -2.2217 0.2487
C: -1.2755 -2.0411 -0.7245
C: -0.3802 -3.2641 -0.6882
O: 0.6594 -3.4207 -1.3463
H: -1.5154 -0.1987 -2.8609
H: -0.1453 0.1654 -3.7770
H: -1.1516 2.1080 -1.5254
H: -1.1891 2.4236 -3.2079
H: 0.3788 2.0622 -2.5089
H: 0.5166 -1.3918 -2.0869
H: 1.2003 -0.0395 -1.4607
H: -0.1542 -0.7300 0.3412
H: -3.0355 -1.3095 0.1908
H: -2.1592 -2.2067 1.3013
H: -2.9789 -3.1432 0.0528
H: -1.6721 -2.0127 -1.7491
H: -0.7221 -4.1528 -0.1189
H: -0.6133 -1.7697 2.5364
H: 0.1491 -0.4637 2.7518
O: 0.1810 -1.2938 2.2539
H: 3.7437 -2.3983 -1.0709
H: 2.7987 -2.4245 0.0746
O: 3.4981 -1.8681 -0.3032
H: 3.4097 -0.8055 2.4880
H: 2.2970 0.0399 1.6836
O: 2.8483 -0.0277 2.4673
H: -0.4187 2.3476 0.1583
H: 1.0636 1.9999 -0.1171
O: 0.4844 2.5648 0.4053
H: -3.5260 2.6554 1.2936
H: -2.9352 1.2860 1.0671
O: -3.6798 1.8386 0.8055
H: -1.2817 2.9915 3.4108
H: -0.7842 2.3746 2.1142
O: -1.5037 2.9002 2.4827
H: 1.3532 2.0872 2.8493
H: 1.1285 0.8782 3.6998
O: 0.7498 1.7522 3.5274
H: 3.3545 1.7907 -2.0050
H: 2.8320 0.6192 -2.9223
O: 2.6001 1.2405 -2.2256

---

# 6
Density functional theory data (ωB97M-V/def2-TZVPD) for 20 unconnected molecules or ions with the total composition C15H66BrCl3N2O24P.

## Properties
multiplicity	1
net charge	+1
energy	-185636.02739	eV
highest occupied orbital energy	-11.771	eV
Kohn-Sham gap	8.69	eV

CARTESIAN COORDINATES (ANGSTROEM)
C: -3.8159 -2.3949 4.7294
C: -2.5177 -2.8773 4.0950
C: -2.3679 -2.7150 2.5781
Cl: -3.9399 -2.8621 1.7621
N: -1.5649 -1.4979 2.1179
P: -2.0259 0.1863 2.7083
O: -2.1365 0.0067 4.2967
Br: -4.1786 0.4504 2.1674
C: -0.1497 -1.7162 2.6365
C: 0.8965 -1.5496 1.5489
C: 2.3230 -1.4459 2.0880
Cl: 2.3815 -0.8530 3.7668
C: 3.0287 -2.8199 1.8733
C: 3.7185 -2.8132 0.5212
Cl: 4.2075 -3.2243 3.1527
O: 0.5869 -0.3999 0.8013
C: -0.4822 -0.6485 -0.0972
C: -0.1278 -1.4936 -1.3098
C: 1.0057 -1.0373 -2.2627
C: 1.8222 0.1831 -1.9116
O: 2.7681 0.3534 -2.9598
C: 3.1258 1.7117 -3.1422
C: -1.0157 0.7534 -0.4792
O: -1.3921 0.8611 -1.8599
N: -2.6841 0.3955 -1.9980
O: -3.0282 0.3531 -3.1266
C: -1.6350 -1.4432 0.6094
H: -3.6874 -2.4667 5.8026
H: -4.0583 -1.3628 4.5189
H: -4.6624 -3.0193 4.4857
H: -2.4403 -3.9403 4.2867
H: -1.6954 -2.4198 4.6314
H: -1.8224 -3.5688 2.2091
H: -1.6680 0.7743 4.6849
H: -0.0012 -1.0312 3.4586
H: -0.0571 -2.7098 3.0571
H: 0.8588 -2.4465 0.9355
H: 2.8365 -0.7100 1.4916
H: 2.2829 -3.6034 1.9060
H: 3.0470 -3.1649 -0.2524
H: 4.0954 -1.8296 0.2772
H: 4.5547 -3.4960 0.5215
H: 0.0905 -2.5038 -0.9839
H: -1.0406 -1.6026 -1.8737
H: 0.5974 -0.8869 -3.2552
H: 1.7080 -1.8551 -2.3653
H: 1.2442 1.1008 -1.8367
H: 2.3935 0.0402 -0.9966
H: 2.2587 2.3362 -3.3439
H: 3.7730 1.8163 -4.0019
H: 3.6419 2.0951 -2.2642
H: -0.2606 1.5059 -0.3146
H: -1.8891 1.0307 0.0980
H: -1.6215 -2.4671 0.2572
H: -2.5736 -1.0271 0.2824
O: 3.6738 -3.5380 6.6407
H: 3.8108 -3.2722 5.7244
H: 4.5609 -3.6463 7.0012
O: 2.8202 4.7889 -2.9373
H: 2.2072 5.2236 -3.5406
H: 3.1301 5.5042 -2.3668
O: 2.4820 -5.6802 -0.5563
H: 2.8346 -5.9010 0.3132
H: 2.9587 -6.2655 -1.1558
O: -2.3879 -3.5774 -2.0268
H: -2.2531 -4.4469 -2.4211
H: -3.3111 -3.3803 -2.2323
O: -5.7611 0.7283 -4.1349
H: -5.7889 1.0072 -5.0572
H: -4.8231 0.6612 -3.9270
O: 4.3544 7.5069 -2.5853
H: 4.7746 7.4794 -3.4535
H: 5.0786 7.6959 -1.9764
O: 5.5339 3.4642 -4.9733
H: 5.0275 4.1684 -4.5526
H: 5.1768 3.4129 -5.8704
O: 2.1085 0.8034 -6.4253
H: 2.4169 0.6434 -5.5263
H: 2.5765 0.1515 -6.9574
O: 5.2720 2.8923 -8.0672
H: 5.8497 2.1216 -8.0910
H: 5.3795 3.2994 -8.9334
O: -7.1098 -3.4828 2.9934
H: -7.0870 -4.2360 3.5934
H: -6.2096 -3.3975 2.6631
O: 2.4685 1.5394 6.1410
H: 2.3258 0.8014 5.5399
H: 2.9080 2.2069 5.6028
O: 3.1131 10.3859 -2.8754
H: 3.6764 9.6024 -2.8963
H: 3.2081 10.7863 -3.7458
O: -5.1554 2.3352 -1.5495
H: -5.5181 1.7368 -2.2179
H: -4.7782 3.0560 -2.0652
O: 1.3853 -1.6644 8.1763
H: 1.9779 -2.4191 8.0731
H: 1.5011 -1.1648 7.3622
O: -2.5193 1.9032 -5.6599
H: -2.4341 2.8430 -5.4680
H: -2.5249 1.4684 -4.8001
O: -3.8088 2.9519 4.4356
H: -4.0048 2.2684 3.7837
H: -3.5615 3.7272 3.9186
O: 2.7578 1.6609 1.0513
H: 1.8771 1.3168 0.8569
H: 2.6777 2.6145 0.9351
O: -6.4394 1.0486 4.9390
H: -5.8786 1.8198 4.7891
H: -7.2445 1.4234 5.3130
O: -3.9956 -3.8413 -4.4868
H: -4.6461 -3.9799 -5.1838
H: -3.3702 -3.2060 -4.8527